1.
Computed, not measured: a cluster of 2 separate species, C9H13NO2 in total at a distorted geometry, with the ωB97M-V functional and the def2-TZVPD basis.

Calculated values
Energy above the lowest of the compared OMol25 structures with the same formula, charge and spin   18.31 kcal per mole
Strongest force on any atom   0.0335 Eh/bohr

Last columns: bonded neighbours and bond lengths (Å).
Element x y z (Å)
1 C -3.15 -0.91 -3.04  C2 1.511, H7 1.082, H8 1.084, H9 1.090
2 C -3.29 -1.91 -1.92  C1 1.511, O3 1.219, N4 1.366
3 O -4.33 -2.53 -1.77  C2 1.219
4 N -2.33 -1.97 -0.94  C2 1.366, H5 1.005, H6 1.006
5 H -2.69 -2.19 -0.03  N4 1.005
6 H -1.37 -1.68 -1.05  N4 1.006
7 H -4.11 -0.41 -3.13  C1 1.082
8 H -2.93 -1.38 -3.99  C1 1.084
9 H -2.42 -0.14 -2.80  C1 1.090
10 C 1.10 1.92 3.31  C16 1.507, H23 1.081, H24 1.097, H25 1.092
11 C 1.98 0.06 -0.41  C12 1.386, C13 1.375, O17 1.415
12 C 1.86 -0.73 0.73  C11 1.386, C14 1.393, H19 1.083
13 C 2.02 1.44 -0.34  C11 1.375, C15 1.402, H20 1.081
14 C 1.71 -0.14 1.98  C12 1.393, C16 1.397, H21 1.085
15 C 1.90 2.02 0.93  C13 1.402, C16 1.389, H22 1.080
16 C 1.57 1.25 2.04  C10 1.507, C14 1.397, C15 1.389
17 O 1.85 -0.64 -1.63  C11 1.415, H18 0.977
18 H 2.73 -1.02 -1.80  O17 0.977
19 H 1.85 -1.79 0.53  C12 1.083
20 H 2.07 2.07 -1.22  C13 1.081
21 H 1.32 -0.75 2.79  C14 1.085
22 H 1.82 3.09 0.95  C15 1.080
23 H 0.98 1.24 4.14  C10 1.081
24 H 0.10 2.32 3.13  C10 1.097
25 H 1.74 2.77 3.56  C10 1.092

Löwdin population analysis, charges in e, atoms 1 to 5:
1. C -0.01
2. C -0.59
3. O 0.03
4. N 0.15
5. H 0.10


2.
Computed, not measured: a cluster of 2 separate species, C9H13NO2 in total at a distorted geometry, with the ωB97M-V functional and the def2-TZVPD basis.

Calculated values
Energy above the lowest of the compared OMol25 structures with the same formula, charge and spin   8.51 kcal per mole
Strongest force on any atom   0.0248 Eh/bohr

Last columns: bonded neighbours and bond lengths (Å).
Element x y z (Å)
1 C 2.42 2.93 1.50  C2 1.508, H5 1.087, H6 1.098, H9 1.080
2 C 1.44 2.92 0.35  C1 1.508, O3 1.209, N4 1.363
3 O 1.70 2.47 -0.74  C2 1.209
4 N 0.18 3.33 0.69  C2 1.363, H7 1.012, H8 1.003
5 H 1.97 3.30 2.42  C1 1.087
6 H 3.31 3.54 1.28  C1 1.098
7 H -0.51 3.31 -0.05  N4 1.012
8 H -0.10 3.79 1.54  N4 1.003
9 H 2.83 1.95 1.64  C1 1.080
10 C 1.51 -2.49 1.18  C12 1.505, H20 1.091, H21 1.098, H25 1.085
11 C 0.13 -0.69 0.13  C12 1.384, C13 1.397, H18 1.088
12 C 0.27 -2.03 0.46  C10 1.505, C11 1.384, C15 1.395
13 C -0.99 -0.29 -0.61  C11 1.397, C14 1.384, H19 1.087
14 C -1.93 -1.23 -1.00  C13 1.384, C16 1.381, O17 1.363
15 C -0.66 -2.97 0.03  C12 1.395, C16 1.392, H22 1.074
16 C -1.77 -2.57 -0.70  C14 1.381, C15 1.392, H24 1.075
17 O -2.95 -0.94 -1.86  C14 1.363, H23 0.971
18 H 0.80 0.05 0.56  C11 1.088
19 H -1.20 0.77 -0.74  C13 1.087
20 H 1.41 -3.44 1.70  C10 1.091
21 H 1.78 -1.83 2.01  C10 1.098
22 H -0.43 -4.02 0.15  C15 1.074
23 H -3.07 0.02 -2.00  O17 0.971
24 H -2.38 -3.33 -1.15  C16 1.075
25 H 2.37 -2.53 0.52  C10 1.085

Löwdin population analysis, charges in e, atoms 1 to 5:
1. C -0.01
2. C -0.62
3. O 0.04
4. N 0.15
5. H 0.07


One value per record, in order, for orbital gap: 9.7015, 8.8821 eV.
One value per record, in order, for HOMO: -0.3342, -0.3023 Ha.
One value per record, in order, for energy: -15128.8379, -15129.2630 eV.